H7ISi3 | ωB97M-V/def2-TZVPD

The value obtained for the frontier orbital gap is 7.62 eV. The spin multiplicity is 1. For the total energy, the calculation gives -31843.8024 eV. For the molecular weight, the calculation gives 218.2 g mol⁻¹.

```
11
Properties=species:S:1:pos:R:3:forces:R:3
Si 0.47500 1.10978 0.72043 2.41 -3.01 0.83
Si 2.09915 -0.03936 -0.65994 -0.32 3.20 -0.17
Si -3.96124 -2.36463 -0.27528 0.58 0.56 0.12
I -4.33644 0.07652 -0.47751 -0.19 -0.08 -0.05
H -0.17212 -0.20141 0.90487 -0.93 0.23 0.68
H 1.31713 1.43433 1.94952 -0.65 -0.03 -0.53
H -0.32860 2.16769 0.34002 -1.20 1.46 -0.77
H 2.22591 -1.47331 -0.79002 -0.30 -0.51 -0.07
H 1.98774 0.78190 -1.96439 0.50 -0.97 0.53
H 3.18891 0.51300 0.19144 0.46 -0.39 -0.50
H -2.49545 -2.00450 0.06086 -0.35 -0.47 -0.07
```
Positions in Å, forces in eV/Å.

C5H12O4 | ωB97M-V/def2-TZVPD

The value obtained for the frontier orbital gap is 10.36 eV. The spin multiplicity is 1. For the total energy, the calculation gives -13566.1579 eV. The SMILES is CC(=O)O.CC(C)OO. For the molecular weight, the calculation gives 136.1 g mol⁻¹.

```
21
Properties=species:S:1:pos:R:3:forces:R:3
C 0.77662 -2.56376 0.99110 -0.29 0.79 0.46
C 0.58998 -1.63591 -0.18600 -0.53 -2.03 -2.35
O -0.37990 -1.73812 -0.95495 1.21 -0.21 1.41
O 1.75325 -1.14334 -0.70949 -0.31 0.32 0.19
H 1.34247 -3.43732 0.67631 0.06 0.03 -0.16
H 1.30498 -2.04221 1.78740 0.10 -0.11 0.13
H -0.19016 -2.88259 1.36909 -0.01 0.02 -0.03
H 2.45374 -1.15933 -0.04709 -0.06 -0.02 0.06
C -0.52439 1.07245 -1.56933 0.06 -2.60 -0.50
C 0.01486 1.42791 -0.24351 0.17 -1.40 2.26
C -0.70306 2.51759 0.50330 0.10 -0.25 0.18
O -0.00475 0.09316 0.79433 -0.53 2.35 -0.92
O -1.35496 -0.24804 1.10550 0.25 0.28 -0.19
H -1.60531 1.16246 -1.63508 -0.08 0.44 -0.04
H -0.00595 1.59585 -2.36612 -0.10 0.23 -0.07
H -0.33726 -0.05700 -1.70321 -0.15 1.97 -0.25
H 1.09882 1.54449 -0.23738 -0.09 0.01 -0.03
H -0.55617 3.46380 -0.02103 -0.02 0.00 0.00
H -0.32737 2.59879 1.52301 0.03 0.12 -0.05
H -1.76899 2.29623 0.54580 0.01 0.04 -0.03
H -1.57646 -0.86511 0.37737 0.18 0.02 -0.07
```
Positions in Å, forces in eV/Å.

C37H25N5O3W | ωB97M-V/def2-TZVPD

The value obtained for the frontier orbital gap (alpha / beta) is 4.88 / 5.48 eV. The spin multiplicity is 3. For the total energy, the calculation gives -54192.5579 eV. Its expectation value of S² is 2.019. For the molecular weight, the calculation gives 771.5 g mol⁻¹. Its charge is -2.

```
71
Properties=species:S:1:pos:R:3:forces:R:3
W 0.89112 0.15031 0.61821 -0.56 0.13 0.39
O -0.74373 2.13582 5.36103 -0.17 0.27 0.14
C -0.65240 3.27797 4.67976 -0.04 -0.03 0.08
C -1.09571 4.46835 5.26724 0.01 -0.06 0.00
C -1.01760 5.66788 4.58158 -0.03 0.04 0.05
C -0.49954 5.71525 3.29224 0.01 -0.06 0.00
C -0.05955 4.53674 2.70693 0.00 0.00 -0.08
C -0.12280 3.32030 3.37358 0.32 0.16 -0.11
C 0.35728 2.08165 2.70330 -0.36 -0.14 0.32
O 0.76655 2.12403 1.48094 -0.02 -0.05 -0.04
N 0.25275 0.99386 3.41006 -0.07 -0.19 -0.35
N 0.55823 -0.21075 2.68622 0.51 0.05 -0.04
C 1.96096 -0.29117 2.38581 -0.03 0.20 -0.40
C 2.67648 -1.59542 2.44966 0.02 -0.11 -0.13
C 2.69792 -2.37700 3.60052 0.03 0.06 0.04
C 3.45927 -3.53592 3.68997 -0.02 0.00 0.01
C 4.22816 -3.93662 2.60798 0.02 0.01 -0.03
C 4.19283 -3.20032 1.42982 -0.04 -0.04 0.08
C 3.40701 -2.05976 1.33741 -0.08 0.19 -0.05
O 3.36672 -1.40412 0.12029 0.01 -0.54 -0.10
H -0.39647 1.41370 4.68978 0.17 -0.17 0.01
H -1.50419 4.41318 6.26908 -0.01 0.03 0.00
H -1.37346 6.57508 5.05920 0.01 0.01 -0.01
H -0.44667 6.65090 2.74992 0.00 0.01 0.00
H 0.33903 4.52209 1.70001 0.00 0.02 0.00
H 2.58588 0.54535 2.71906 -0.10 -0.08 0.23
H 2.10679 -2.03581 4.44271 -0.01 -0.02 0.01
H 3.45968 -4.11756 4.60489 0.00 0.00 0.01
H 4.83460 -4.83346 2.66763 0.01 0.00 -0.01
H 4.74555 -3.51693 0.55508 0.03 -0.01 0.00
N -5.24480 2.60772 -7.54906 0.04 -0.02 0.06
C -4.60763 2.29224 -6.64062 0.09 -0.02 0.15
C -3.80552 1.89868 -5.51324 -0.16 0.01 -0.30
C -3.13814 0.67358 -5.51990 0.02 0.01 0.06
C -2.36413 0.29533 -4.44113 0.00 -0.22 0.00
C -2.19123 1.11866 -3.31184 -0.18 0.08 -0.12
C -2.91332 2.33222 -3.31959 0.08 0.02 -0.02
C -3.69152 2.71975 -4.38815 0.04 0.04 0.13
C -1.33094 0.78464 -2.18443 0.11 0.04 0.30
C -1.86892 0.90432 -0.80064 0.20 -0.28 -0.36
C -3.19857 1.14524 -0.47626 -0.11 0.00 0.05
C -3.37164 0.81494 0.88710 -0.06 0.06 -0.04
C -2.14800 0.38764 1.33943 0.25 -0.05 0.06
N -1.21559 0.43088 0.34020 -0.23 0.18 -0.16
C -0.03526 0.36588 -2.41148 -0.14 -0.25 -0.36
C 0.58656 -0.34609 -3.57144 -0.17 0.03 0.25
C 1.69491 -0.95837 -3.14316 0.10 -0.07 -0.06
C 2.00473 -0.52445 -1.73279 -0.14 -0.03 -0.30
N 0.87750 0.35245 -1.43341 0.47 -0.03 0.43
H -3.25088 -0.00002 -6.36062 -0.02 0.04 -0.02
H -1.93314 -0.69851 -4.45056 0.06 0.11 0.07
H -2.81481 2.98847 -2.46584 -0.01 -0.01 0.02
H -4.20553 3.67274 -4.35760 -0.01 -0.01 -0.05
H -3.97528 1.45016 -1.15872 -0.02 0.02 -0.01
H -4.27786 0.88472 1.47009 -0.01 0.01 -0.01
H -1.84192 0.06155 2.32030 -0.06 0.01 0.01
H 0.17586 -0.44474 -4.56435 -0.06 0.05 0.03
H 2.30843 -1.62640 -3.73356 0.05 0.03 -0.01
H 2.96219 0.01765 -1.73928 0.00 -0.03 0.09
C 1.99822 -1.45524 -0.47069 0.46 0.62 0.10
C 1.58927 -2.85022 -0.80858 -0.21 0.02 -0.02
C 0.25227 -3.21672 -0.66481 0.02 -0.03 -0.03
C -0.19001 -4.47175 -1.06427 0.01 0.05 0.02
C 0.70462 -5.39156 -1.59110 -0.02 -0.03 -0.01
C 2.04316 -5.04210 -1.72582 0.03 -0.03 0.00
C 2.47786 -3.78237 -1.34694 -0.01 0.02 0.03
H -0.43485 -2.49925 -0.22799 -0.02 -0.01 -0.01
H -1.23557 -4.72978 -0.94543 0.00 -0.02 -0.01
H 0.36552 -6.37700 -1.88948 0.00 0.00 0.00
H 2.75083 -5.75752 -2.13089 0.00 0.00 -0.01
H 3.51844 -3.50498 -1.46336 0.01 0.01 -0.01
```
Positions in Å, forces in eV/Å.

These records have ΔE to the lowest compared entry with this formula, charge and spin values of 190.45; 384.75; 285.34 kJ/mol, in the order they appear.